# 1
C4H6S2 | ωB97M-V/def2-TZVPD

Each line ends with the Mulliken charge.
Geometry (Å):
C1 -2.96502 -0.09974 0.42592  -0.549
C2 -1.91876 0.20244 -0.32779  -0.245
S1 -0.47212 -0.85428 -0.19741  -0.070
C3 0.82709 0.24939 0.02992  0.473
C4 0.40854 1.69829 0.02316  -1.178
S2 2.33126 -0.33169 0.11395  -0.278
H1 -2.86295 -0.74544 1.23809  0.292
H2 -3.89970 0.38428 0.21666  0.255
H3 -1.98191 0.94415 -1.16438  0.301
H4 0.03117 1.94729 -0.92772  0.314
H5 -0.37000 1.77306 0.83890  0.346
H6 1.22600 2.36988 0.22653  0.338

Results
- SMILES string: C=CSC(C)=S
- HOMO energy: -8.59 eV
- Multiplicity: 1
- M: 118.23 g/mol

=====

# 2
C4H6S2 | ωB97M-V/def2-TZVPD

Each line ends with the Mulliken charge.
Geometry (Å):
S1 -3.74288 -0.00747 -0.00359  -0.223
C1 -2.12683 -0.00788 -0.04693  -0.164
S2 -1.16813 1.42897 0.00169  -0.053
C2 0.52746 0.85297 0.02049  -0.015
C3 1.00396 -0.35457 0.75899  -0.481
C4 1.13313 -0.29350 -0.76628  -0.490
H1 -1.59415 -0.94797 -0.07310  0.219
H2 1.16936 1.72123 0.07706  0.325
H3 1.90376 -0.25567 1.42520  0.219
H4 0.26242 -1.06643 1.14404  0.204
H5 2.12260 -0.09821 -1.18471  0.236
H6 0.50930 -0.97148 -1.35286  0.222

Results
- SMILES string: S=CSC1CC1
- HOMO energy: -8.70 eV
- Multiplicity: 1
- M: 118.23 g/mol

=====

# 3
C4H6S2 | ωB97M-V/def2-TZVPD

Each line ends with the Mulliken charge.
Geometry (Å):
S1 0.43560 0.68411 2.31026  -0.317
C1 0.50637 0.35385 0.73963  0.048
C2 0.63653 1.04771 -0.53126  -0.330
C3 -0.51135 0.18847 -1.07329  -0.596
C4 0.11716 -0.96164 0.16128  -0.156
S2 -0.89757 -2.13101 1.03432  -0.171
H1 0.30345 2.05286 -0.50718  0.290
H2 1.67753 1.05720 -1.09313  0.215
H3 -1.48023 0.45153 -0.53721  0.242
H4 -0.48033 -0.13145 -2.07185  0.368
H5 0.98766 -1.40829 -0.35299  0.293
H6 -1.29483 -1.20335 1.92143  0.115

Results
- SMILES string: S=C1CC[C@@H]1S
- HOMO energy: -8.78 eV
- Multiplicity: 1
- M: 118.23 g/mol

=====

# 4
C4H6Si2 | ωB97M-V/def2-TZVPD

Each line ends with the Mulliken charge.
Geometry (Å):
C1 2.38081 -0.84260 0.25745  -0.519
C2 2.46042 0.14546 -0.61246  -0.164
C3 -2.43228 -0.87366 -0.25254  -0.606
C4 -2.59949 0.14177 0.60210  -0.504
Si1 0.95109 0.40854 0.51701  0.077
Si2 -1.04434 0.48697 -0.41304  0.142
H1 2.85598 -1.60572 0.83508  0.400
H2 3.28527 0.56855 -1.18085  0.347
H3 -2.97094 -1.66589 -0.43852  0.549
H4 -3.27582 0.36742 1.33291  0.443
H5 1.19992 1.65529 1.18057  -0.088
H6 -0.81061 1.21387 -1.82771  -0.077

Results
- HOMO energy (alpha / beta): -5.25 / -9.08 eV
- Multiplicity: 3
- M: 110.26 g/mol

=====

# 5
C4H7BO2 | ωB97M-V/def2-TZVPD

Each line ends with the Mulliken charge.
Geometry (Å):
B1 0.88472 -0.34164 0.04405  0.372
C1 2.94860 1.00262 -0.38276  -0.527
C2 2.26983 0.10356 0.35794  -0.052
C3 -2.49288 0.29510 0.38130  -0.379
C4 -1.58002 -0.83904 -0.46147  -0.223
O1 -2.49614 1.45112 -0.16191  -0.745
O2 -0.23990 -0.68191 -0.26864  -0.145
H1 3.93487 1.32502 -0.10268  0.253
H2 2.52230 1.43935 -1.26898  0.251
H3 2.75636 -0.29783 1.23806  0.296
H4 -3.47076 -0.24376 0.38001  0.238
H5 -2.05397 0.23298 1.41367  0.199
H6 -1.87887 -1.82866 -0.11358  0.277
H7 -1.81618 -0.69089 -1.51467  0.185

Results
- HOMO energy (alpha / beta): -6.67 / -6.67 eV
- Multiplicity: 1
- M: 97.91 g/mol

=====

# 6
C4H7BaO | ωB97M-V/def2-TZVPD

Each line ends with the Mulliken charge.
Geometry (Å):
C1 -0.85584 0.12393 0.46980  0.005
C2 0.30459 -0.40024 1.00120  -0.983
C3 1.21873 -1.02807 0.00565  0.032
O1 2.19372 -0.10594 -0.37644  -0.869
Ba1 2.20614 1.99215 0.38097  1.621
H1 -1.48141 0.55602 1.26387  0.356
H2 0.49652 -0.45528 2.07605  0.476
H3 0.25837 -1.29026 -0.74839  0.174
C4 -1.36683 0.56721 -0.87016  -1.074
H4 -2.35806 0.11997 -1.03698  0.273
H5 -0.73917 0.21205 -1.69662  0.369
H6 -1.55160 1.65109 -0.88680  0.314
H7 1.67483 -1.94263 0.41785  0.306

Results
- Total charge: +1
- HOMO energy: -12.76 eV
- Multiplicity: 1
- M: 208.43 g/mol

=====

# 7
C4H7Br | ωB97M-V/def2-TZVPD

Each line ends with the Mulliken charge.
Geometry (Å):
C1 1.00463 -0.46919 -1.95072  -0.735
C2 0.29311 -0.41784 -0.82529  -0.004
C3 -0.49112 -0.65725 0.16445  0.014
C4 -0.21268 -0.22914 1.54294  -0.687
H1 1.75880 -1.19266 -2.12137  0.254
H2 0.87053 0.29110 -2.71857  0.249
H3 -1.54239 -1.06773 -0.05872  0.248
H4 -1.16157 -0.27245 2.08012  0.282
H5 0.45208 -0.96846 2.13988  0.207
H6 0.18818 0.76899 1.52072  0.174
Br1 1.60291 2.67335 0.06611  -0.211
H7 2.77293 3.47245 0.19962  0.209

Results
- SMILES string: C=C=CC.Br
- HOMO energy: -9.16 eV
- Multiplicity: 1
- M: 135.00 g/mol

=====

# 8
C4H7Br | ωB97M-V/def2-TZVPD

Each line ends with the Mulliken charge.
Geometry (Å):
C1 0.35362 0.07234 1.59400  -0.925
C2 0.27684 0.04398 0.27733  0.572
C3 1.16869 -0.61134 -0.76108  -0.987
C4 -1.27660 0.54154 -0.57912  -0.768
Br1 -2.45920 1.44495 0.62663  -0.168
H1 -0.31984 0.65496 2.09194  0.260
H2 1.03396 -0.45361 2.08291  0.330
H3 1.28295 0.26650 -1.55564  0.249
H4 2.06328 -1.11489 -0.30723  0.315
H5 0.65904 -1.54050 -1.16623  0.269
H6 -1.24000 1.11858 -1.40772  0.473
H7 -1.54273 -0.42252 -0.89578  0.380

Results
- SMILES string: C=C(C)CBr
- HOMO energy: -9.78 eV
- Multiplicity: 1
- M: 135.00 g/mol

=====

# 9
C4H7BrClN | ωB97M-V/def2-TZVPD

Each line ends with the Mulliken charge.
Geometry (Å):
C1 0.33982 -0.89660 0.01088  0.257
C2 0.57653 1.91634 0.52147  -0.769
C3 -1.81545 -1.41016 -0.95270  -0.800
C4 1.40026 0.73047 0.83707  -0.319
N1 -0.74975 -0.54250 -0.46676  -0.274
Cl1 1.11708 -2.46043 0.14811  -0.167
Br1 3.10514 0.50221 -0.07785  -0.124
H1 -0.02852 1.69664 -0.40484  0.259
H2 1.25596 2.76847 0.44388  0.370
H3 -0.12649 1.95862 1.40185  0.228
H4 -2.54808 -1.32390 -0.16376  0.313
H5 -1.70832 -2.47053 -1.22902  0.303
H6 -2.20876 -0.71123 -1.84665  0.244
H7 1.39058 0.24260 1.77833  0.477

Results
- HOMO energy: -8.88 eV
- Multiplicity: 1
- M: 184.46 g/mol

=====

# 10
C4H7BrN2O | ωB97M-V/def2-TZVPD

Each line ends with the Mulliken charge.
Geometry (Å):
C1 1.55120 -0.38529 -0.10457  0.053
C2 0.44049 0.32655 -0.32161  0.318
C3 1.27466 -1.84169 -0.07721  -0.221
C4 0.21337 1.79135 -0.41733  -1.076
N1 -0.70764 -0.57030 -0.52832  0.209
N2 -1.69510 -0.37063 0.46772  -0.617
O1 -0.10391 -1.88911 -0.20405  -0.371
Br1 3.37301 0.03821 0.07263  -0.149
H1 1.64311 -2.38379 -1.00518  0.225
H2 1.41283 -2.30165 0.91707  0.251
H3 -0.19687 2.00139 -1.49532  0.236
H4 1.17879 2.49129 -0.36600  0.296
H5 -0.53023 2.16991 0.32549  0.295
H6 -2.48535 -0.82610 -0.04095  0.281
H7 -1.63216 -0.91853 1.32578  0.269

Results
- HOMO energy (alpha / beta): -4.85 / -9.44 eV
- Multiplicity: 3
- M: 179.02 g/mol

=====

# 11
C4H7BrN2P | ωB97M-V/def2-TZVPD

Each line ends with the Mulliken charge.
Geometry (Å):
C1 -2.07468 -1.53155 0.00595  -0.996
P1 -1.63495 -0.23849 1.26454  0.052
C2 -0.18296 0.54628 0.44117  0.086
N1 1.21460 -0.40438 -0.00774  -0.183
C3 1.94642 0.49078 -0.66452  0.326
Br1 3.45483 0.19412 -1.73958  -0.015
C4 1.47366 1.74455 -0.55349  -0.341
N2 0.24688 1.78662 0.08250  0.058
H1 -2.57360 -0.99310 -0.81118  0.305
H2 -2.70450 -2.22580 0.40092  0.407
H3 -1.23360 -2.08408 -0.31942  0.326
H4 -0.97955 -1.24486 2.10121  0.098
H5 1.22175 -1.38706 0.04897  0.219
H6 2.06405 2.68880 -0.56685  0.366
H7 -0.23835 2.65818 0.31753  0.293

Results
- Total charge: +1
- SMILES string: CPc1[nH]c(Br)c[nH+]1
- HOMO energy: -13.40 eV
- Multiplicity: 1
- M: 193.99 g/mol

=====

# 12
C4H7BrNO2 | ωB97M-V/def2-TZVPD

Each line ends with the Mulliken charge.
Geometry (Å):
C1 1.25812 1.02650 1.36634  0.755
C2 -0.70577 -1.36767 -1.68256  -0.523
C3 -0.26658 1.19041 -1.91823  -0.854
C4 -0.46307 -0.09851 -1.65763  0.313
N1 0.07127 0.50437 1.89502  -0.209
O1 2.38343 0.42117 1.62441  -0.305
O2 1.16595 2.07364 0.73026  -0.733
Br1 1.10987 -2.21254 3.00583  -0.854
H1 -1.40535 -2.01237 -1.13281  0.220
H2 -0.07307 -1.92765 -2.34072  0.196
H3 2.12737 -0.33223 2.20666  0.117
H4 0.52804 1.55071 -1.32974  0.382
H5 0.02325 -0.43680 2.27136  0.026
H6 -0.96994 1.75201 -2.57222  0.257
H7 -0.83999 1.08422 1.89532  0.211

Results
- Total charge: -1
- HOMO energy (alpha / beta): -2.16 / -4.81 eV
- Multiplicity: 3
- M: 181.01 g/mol

=====

What did the second record say?
C4H6S2 | ωB97M-V/def2-TZVPD

Each line ends with the Mulliken charge.
Geometry (Å):
S1 -3.74288 -0.00747 -0.00359  -0.223
C1 -2.12683 -0.00788 -0.04693  -0.164
S2 -1.16813 1.42897 0.00169  -0.053
C2 0.52746 0.85297 0.02049  -0.015
C3 1.00396 -0.35457 0.75899  -0.481
C4 1.13313 -0.29350 -0.76628  -0.490
H1 -1.59415 -0.94797 -0.07310  0.219
H2 1.16936 1.72123 0.07706  0.325
H3 1.90376 -0.25567 1.42520  0.219
H4 0.26242 -1.06643 1.14404  0.204
H5 2.12260 -0.09821 -1.18471  0.236
H6 0.50930 -0.97148 -1.35286  0.222

Results
- SMILES string: S=CSC1CC1
- HOMO energy: -8.70 eV
- Multiplicity: 1
- M: 118.23 g/mol

=====

Copy entry 1 word for word.
C4H6S2 | ωB97M-V/def2-TZVPD

Each line ends with the Mulliken charge.
Geometry (Å):
C1 -2.96502 -0.09974 0.42592  -0.549
C2 -1.91876 0.20244 -0.32779  -0.245
S1 -0.47212 -0.85428 -0.19741  -0.070
C3 0.82709 0.24939 0.02992  0.473
C4 0.40854 1.69829 0.02316  -1.178
S2 2.33126 -0.33169 0.11395  -0.278
H1 -2.86295 -0.74544 1.23809  0.292
H2 -3.89970 0.38428 0.21666  0.255
H3 -1.98191 0.94415 -1.16438  0.301
H4 0.03117 1.94729 -0.92772  0.314
H5 -0.37000 1.77306 0.83890  0.346
H6 1.22600 2.36988 0.22653  0.338

Results
- SMILES string: C=CSC(C)=S
- HOMO energy: -8.59 eV
- Multiplicity: 1
- M: 118.23 g/mol

=====

What did the ninth record say?
C4H7BrClN | ωB97M-V/def2-TZVPD

Each line ends with the Mulliken charge.
Geometry (Å):
C1 0.33982 -0.89660 0.01088  0.257
C2 0.57653 1.91634 0.52147  -0.769
C3 -1.81545 -1.41016 -0.95270  -0.800
C4 1.40026 0.73047 0.83707  -0.319
N1 -0.74975 -0.54250 -0.46676  -0.274
Cl1 1.11708 -2.46043 0.14811  -0.167
Br1 3.10514 0.50221 -0.07785  -0.124
H1 -0.02852 1.69664 -0.40484  0.259
H2 1.25596 2.76847 0.44388  0.370
H3 -0.12649 1.95862 1.40185  0.228
H4 -2.54808 -1.32390 -0.16376  0.313
H5 -1.70832 -2.47053 -1.22902  0.303
H6 -2.20876 -0.71123 -1.84665  0.244
H7 1.39058 0.24260 1.77833  0.477

Results
- HOMO energy: -8.88 eV
- Multiplicity: 1
- M: 184.46 g/mol